ORCA calculation (ωB97M-V with the def2-TZVPD basis set) on a cluster of 2 separate species, C3H4OS2 in total.

Last columns: bonded neighbours and bond lengths (Å).
Element x y z (Å)
1 C -0.55 -1.29 1.13  C2 1.217, H7 1.009
2 C -0.64 -0.38 0.33  C1 1.217, C3 1.504
3 C -1.36 0.46 -0.69  C2 1.504, H8 1.102, H9 1.070, H10 1.162
4 O 1.49 0.05 -0.85  S6 1.425
5 S 3.46 1.14 0.87  S6 1.882
6 S 2.73 -0.22 -0.21  O4 1.425, S5 1.882
7 H -0.52 -1.84 1.98  C1 1.009
8 H -2.33 0.72 -0.25  C3 1.102
9 H -1.35 -0.18 -1.55  C3 1.070
10 H -0.92 1.53 -0.76  C3 1.162

Computed properties:
**Energy relative to the best compared isomer or geometry (same formula, charge and spin)**: 3.619 eV
**Gap between HOMO and LUMO**: 7.893 eV
**Highest occupied orbital energy**: -0.35090 Ha

Here are the Mulliken charges for atoms 1 to 2, given in e: -0.1147, -0.2780